[1]
{"formula": "C22H23N6O3PtS4Se", "method": "ωB97M-V/def2-TZVPD", "charge": 1, "homo_ha": -0.3772, "e_tot_ha": -5519.63956, "e_lumo_ev": -4.2, "symbols": ["Pt", "S", "C", "N", "C", "C", "C", "C", "C", "C", "S", "H", "H", "H", "H", "N", "C", "C", "C", "C", "C", "C", "S", "O", "O", "N", "C", "N", "C", "C", "C", "N", "H", "H", "H", "H", "H", "H", "H", "H", "H", "C", "C", "S", "O", "C", "C", "H", "H", "H", "H", "H", "H", "H", "H", "H", "H", "Se", "C", "N"], "xyz": [[-0.734644, -0.696069, -0.108827], [-0.980968, -1.744676, 3.342335], [-1.838219, -0.427828, 2.583293], [-2.110919, -0.226088, 1.323500], [-3.101723, 0.733299, 1.168871], [-3.651226, 1.146986, -0.045926], [-4.652534, 2.088982, -0.010250], [-5.112313, 2.624325, 1.204431], [-4.586821, 2.214617, 2.409113], [-3.571656, 1.258749, 2.375300], [-2.700528, 0.565538, 3.694861], [-3.316633, 0.704826, -0.974794], [-5.103927, 2.416276, -0.937019], [-5.899298, 3.365858, 1.194029], [-4.944134, 2.620659, 3.345149], [-1.285469, 2.470002, -6.717693], [-1.140204, 1.506827, -5.768720], [-1.459251, 1.774951, -4.426186], [-1.316752, 0.798468, -3.468743], [-0.862396, -0.467902, -3.829908], [-0.529757, -0.746490, -5.152765], [-0.671276, 0.229761, -6.112522], [-0.619107, -1.702238, -2.636778], [-1.774423, -1.607598, -1.646097], [-0.442468, -2.954628, -3.282521], [0.503396, -1.245424, -1.568002], [1.854904, -1.137668, -1.841317], [2.216819, -1.270386, -3.116158], [3.517337, -1.172024, -3.365137], [4.446181, -0.921099, -2.369925], [3.943953, -0.791160, -1.087322], [2.650965, -0.906605, -0.798372], [-1.595876, 3.391742, -6.476320], [-1.044748, 2.291150, -7.674169], [-1.818200, 2.758420, -4.149200], [-1.550183, 1.019833, -2.435009], [-0.166110, -1.729979, -5.414097], [-0.419736, 0.013277, -7.143194], [3.816906, -1.289760, -4.400496], [5.500445, -0.829336, -2.582279], [4.604781, -0.588983, -0.250941], [3.264931, -2.573559, 5.359781], [1.925665, -2.589793, 4.635718], [1.980170, -1.607883, 3.131453], [0.518046, -1.846785, 2.524591], [2.222990, 0.058945, 3.742429], [1.328202, 0.572747, 4.852567], [3.208332, -3.258997, 6.203718], [3.506646, -1.587017, 5.752885], [4.076617, -2.906364, 4.713157], [1.111322, -2.213535, 5.255029], [1.672703, -3.588592, 4.276423], [2.214767, 0.694672, 2.857563], [3.272149, -0.025380, 4.055273], [0.279041, 0.543881, 4.570557], [1.580243, 1.618850, 5.022398], [1.469404, 0.023372, 5.783031], [1.200423, 3.108162, 2.049477], [0.695811, 1.556162, 1.368960], [0.418350, 0.482507, 0.994791]], "forces_ev_per_a": [[0.268, 0.302, 0.010], [0.330, -0.096, -0.139], [-0.120, 0.124, 0.282], [0.000, -0.005, 0.019], [0.016, -0.014, 0.001], [-0.045, 0.033, -0.041], [0.020, -0.032, -0.036], [0.014, -0.012, 0.044], [-0.025, 0.023, -0.055], [0.009, 0.041, 0.076], [-0.042, -0.057, -0.079], [0.031, -0.007, 0.011], [-0.004, 0.007, 0.012], [0.003, -0.001, -0.004], [0.002, -0.002, -0.003], [-0.008, -0.008, -0.003], [0.004, -0.009, -0.006], [-0.011, 0.004, -0.002], [0.029, -0.011, 0.003], [0.069, 0.005, -0.080], [-0.054, 0.009, 0.026], [-0.007, 0.006, -0.014], [-0.265, 0.150, 0.162], [0.193, -0.214, -0.115], [0.086, -0.056, 0.109], [-0.099, -0.165, -0.128], [-0.116, 0.124, -0.015], [0.046, -0.040, 0.011], [-0.025, 0.005, -0.009], [0.013, 0.004, -0.008], [-0.016, -0.006, 0.010], [0.050, -0.007, -0.021], [0.002, 0.005, 0.003], [0.004, 0.002, 0.000], [0.010, -0.002, 0.006], [0.012, 0.005, 0.012], [0.010, 0.000, 0.000], [-0.001, 0.002, 0.004], [0.000, 0.000, 0.006], [-0.004, -0.001, 0.001], [-0.001, -0.003, -0.004], [0.022, 0.012, -0.003], [-0.016, -0.006, -0.015], [0.080, 0.012, 0.150], [-0.356, -0.040, -0.091], [0.008, -0.119, 0.018], [0.007, -0.026, 0.002], [0.003, -0.006, -0.009], [-0.013, -0.006, 0.002], [-0.001, 0.006, -0.003], [-0.002, 0.001, 0.001], [0.004, -0.006, 0.034], [0.004, -0.009, 0.031], [-0.010, 0.054, -0.008], [-0.017, 0.024, -0.025], [0.037, -0.024, 0.002], [-0.030, 0.007, 0.012], [-0.023, 0.020, -0.007], [0.005, -0.111, 0.003], [-0.081, 0.118, -0.139]]}


[2]
{"formula": "C22H23NO5", "method": "ωB97M-V/def2-TZVPD", "charge": 0, "homo_ha": -0.2978, "e_tot_ha": -1282.36028, "e_lumo_ev": -1.1, "symbols": ["C", "H", "H", "H", "O", "C", "C", "C", "C", "C", "C", "H", "H", "C", "C", "N", "C", "O", "C", "H", "O", "C", "C", "C", "C", "C", "C", "C", "C", "C", "O", "O", "H", "C", "H", "H", "H", "H", "C", "H", "H", "H", "H", "H", "H", "H", "H", "H", "H", "H", "H"], "xyz": [[-3.204936, -2.273045, 1.014103], [-3.175004, -2.182625, -0.161050], [-4.026253, -1.834110, 1.348562], [-3.038365, -3.357118, 1.161669], [-2.217438, -1.632925, 1.315846], [-1.011577, -1.764436, 1.143669], [-0.648424, -2.666855, 0.244875], [0.766868, -2.673555, -0.327245], [1.711151, -1.993922, 0.415606], [1.394366, -1.190057, 1.504210], [-0.039213, -0.771426, 1.816985], [-0.405841, -0.201138, 2.474381], [2.113704, -0.780751, 1.971722], [3.244588, -2.150797, 0.243382], [3.964047, -0.948691, -0.192827], [3.138858, -0.108584, -0.818798], [3.149382, 1.086275, -0.706727], [3.720889, 1.822708, 0.135090], [2.203407, 2.010329, -1.771653], [2.424118, 1.841641, -2.620126], [0.796096, 1.251664, -1.769079], [-0.117167, 1.610657, -0.478975], [0.396395, 2.319760, 0.549336], [-0.552807, 2.555582, 1.696022], [-1.811615, 2.295678, 1.156100], [-2.146096, 1.441636, 0.265579], [-1.327301, 0.881749, -0.757060], [-1.830067, 0.435923, -1.870393], [-3.267906, -0.058529, -1.723302], [-4.059423, 0.359266, -0.719486], [-5.266457, 0.270509, -0.802160], [-3.571297, 1.077841, 0.113223], [-3.603903, -0.570360, -2.601529], [-1.017368, -0.376692, -2.953064], [-0.582991, 0.504709, -3.485337], [-0.144972, -0.638265, -2.468705], [-1.547979, -0.862392, -3.782693], [-2.539294, 2.373097, 2.425239], [-0.025366, 3.300466, 2.738666], [0.879858, 3.065680, 3.091557], [0.112676, 4.245809, 2.659972], [-0.814296, 3.183138, 3.805556], [1.329525, 2.474546, 0.638127], [1.962513, 2.827733, -1.445114], [2.482431, -0.460472, -1.673825], [4.303956, -0.431556, 0.841630], [5.032814, -1.261038, -0.471670], [3.837359, -2.890378, 1.085509], [3.337762, -2.799924, -0.768679], [0.947439, -3.308670, -0.944499], [-1.256864, -3.048088, -0.542625]], "forces_ev_per_a": [[-2.984, -7.283, -7.948], [-1.371, -0.724, 1.094], [-3.972, 1.254, 1.642], [-0.801, -0.017, 0.417], [2.229, 8.893, 7.390], [6.381, 2.776, 0.868], [6.021, -0.955, -4.866], [-4.648, 7.150, 10.680], [1.486, -0.879, 0.540], [-10.135, -0.132, -2.081], [4.918, -10.071, -7.713], [-2.272, 4.610, 5.167], [5.066, 3.152, 3.520], [-0.129, -5.819, -2.021], [5.157, -1.200, 7.173], [-3.320, -7.256, -7.112], [-0.902, 14.280, 0.675], [-0.195, -1.651, -0.790], [-3.067, -11.397, 9.483], [3.394, -1.359, -11.309], [0.750, 2.416, 3.128], [3.570, -3.272, -5.870], [-7.915, -1.744, 1.809], [1.569, -1.059, -8.773], [-1.209, 3.167, 12.472], [-4.822, -5.577, -5.937], [3.073, 7.308, 7.542], [-7.119, -8.572, -4.779], [8.347, 0.416, -4.753], [-5.099, -2.043, -4.406], [-1.781, -0.951, 0.557], [5.726, 6.506, 8.600], [-0.588, -0.317, 0.090], [-1.553, 5.317, -1.090], [-0.001, -0.510, -0.265], [1.526, -1.998, 0.721], [0.010, -0.656, 1.160], [1.037, -0.133, -4.396], [-5.657, -3.624, 6.689], [3.514, -2.069, 1.116], [-0.080, 6.616, -1.355], [2.252, 0.423, -3.043], [6.761, 1.423, 0.410], [-1.475, 9.157, 3.381], [1.939, 0.720, 2.796], [-0.973, -0.394, -2.195], [-1.597, 0.833, -1.066], [-1.798, 2.456, -2.213], [-0.365, 0.583, 2.166], [2.395, -7.141, -7.708], [-1.293, -0.656, 0.402]]}